# 1
The following is a DFT calculation (wB97M-V/def2-TZVPD) of a cluster of 2 separate species, C2H8NO in total at a distorted geometry.

Results
Molar mass: 62.092 g mol⁻¹
E: -5733.4155 eV
E_LUMO: -5.27 eV
Highest occupied orbital energy: -15.7 eV
Kohn-Sham gap: 10.5 eV
Energy above the lowest of the compared OMol25 structures with the same formula, charge and spin: 141.7 kJ/mol
Maximum force: 0.1222 hartree/bohr
Net charge: +1

Atoms and positions in Å:
O  0.92  -2.91  -1.02
H  0.76  -3.84  -0.76
H  1.86  -3.11  -1.05
H  -1.63  2.34  0.69
C  -0.57  2.19  0.37
C  0.06  0.84  0.19
N  -0.55  -0.29  0.43
H  -0.71  2.52  -0.60
H  0.20  2.90  0.80
H  1.17  0.87  0.12
H  -1.36  -0.35  0.94
H  -0.13  -1.16  -0.11

# 2
The following is a DFT calculation (wB97M-V/def2-TZVPD) of a cluster of 3 separate species, C3H13NO2S2 in total at a distorted geometry.

Results
Molar mass: 159.276 g mol⁻¹
E: -30568.4762 eV
Multiplicity: 2
E_LUMO (spin up / spin down): -3.85 / -7.96 eV
Highest occupied orbital energy (spin up / spin down): -13.5 / -13.3 eV
Kohn-Sham gap (spin up / spin down): 9.6 / 5.4 eV
Energy above the lowest of the compared OMol25 structures with the same formula, charge and spin: 14.7 kJ/mol
Maximum force: 0.0381 hartree/bohr
⟨S²⟩: 0.754
Net charge: +1

Atoms and positions in Å:
N  -2.61  0.04  0.27
C  -1.39  -0.39  -0.39
C  -1.57  -1.20  -1.66
C  -0.46  -0.87  0.75
S  1.14  0.02  0.47
S  1.38  1.20  2.00
H  -3.29  0.43  -0.36
H  -3.05  -0.68  0.84
H  -1.01  0.59  -0.66
H  -1.94  -0.51  -2.41
H  -0.68  -1.68  -2.04
H  -2.28  -2.02  -1.50
H  -0.88  -0.51  1.67
H  -0.14  -1.90  0.82
H  1.51  2.42  1.42
H  1.96  -2.85  -1.73
H  0.46  -2.98  -1.06
O  1.38  -2.77  -0.97
H  -0.03  2.64  -1.21
H  -0.45  2.20  -2.64
O  -0.56  2.89  -1.98

# 3
The following is a DFT calculation (wB97M-V/def2-TZVPD) of a structure of composition C37H28Cl5N2O6PtS5.

Results
Molar mass: 1129.317 g mol⁻¹
E: -174112.7580 eV
Multiplicity: 5
E_LUMO (spin up / spin down): -2.43 / -5.85 eV
Highest occupied orbital energy (spin up / spin down): -10.3 / -10.4 eV
Kohn-Sham gap (spin up / spin down): 7.8 / 4.6 eV
Energy above the lowest of the compared OMol25 structures with the same formula, charge and spin: 189.3 kJ/mol
Maximum force: 0.0162 hartree/bohr
⟨S²⟩: 6.082
Net charge: +1

Atoms and positions in Å:
Pt  0.93  1.55  0.91
O  1.33  0.18  -0.78
S  2.12  -1.00  -1.32
C  3.84  -0.85  -0.69
C  4.49  -1.94  0.16
C  4.09  -2.02  1.64
C  4.63  -0.87  2.50
S  3.33  0.31  2.95
O  2.58  0.31  1.61
C  2.43  -0.70  4.10
C  1.27  -1.35  3.72
C  0.56  -2.08  4.67
C  1.03  -2.15  5.98
C  2.20  -1.49  6.34
C  2.90  -0.76  5.40
C  1.45  -2.44  -0.50
C  1.93  -3.70  -0.84
C  1.41  -4.81  -0.21
C  0.39  -4.67  0.72
C  -0.13  -3.41  1.00
C  0.40  -2.29  0.39
H  3.80  0.10  -0.17
H  4.41  -0.72  -1.61
H  5.57  -1.77  0.09
H  4.32  -2.93  -0.28
H  4.46  -2.96  2.05
H  3.00  -2.05  1.71
H  5.38  -0.27  1.98
H  5.06  -1.21  3.44
H  0.90  -1.25  2.71
H  -0.35  -2.58  4.39
H  0.47  -2.71  6.72
H  2.55  -1.54  7.36
H  3.80  -0.22  5.69
H  2.69  -3.81  -1.61
H  1.78  -5.79  -0.46
H  -0.01  -5.54  1.22
H  -0.95  -3.30  1.70
H  -0.01  -1.30  0.57
Cl  -2.89  7.65  0.60
C  -2.11  6.20  0.23
C  -0.98  5.79  1.01
Cl  -0.43  6.80  2.28
C  -0.36  4.61  0.73
Cl  1.03  4.11  1.61
C  -0.85  3.72  -0.30
O  -0.38  2.59  -0.50
C  -1.97  4.20  -1.11
Cl  -2.50  3.19  -2.35
C  -2.58  5.40  -0.83
Cl  -3.91  5.92  -1.76
S  -0.03  2.08  -9.01
C  -0.13  1.89  -7.39
S  1.02  2.63  -6.32
C  0.26  1.89  -4.94
N  -0.80  1.16  -5.29
N  -1.02  1.16  -6.60
C  -2.16  0.37  -7.02
C  -2.69  0.45  -8.30
C  -3.78  -0.35  -8.63
C  -4.34  -1.21  -7.71
C  -3.82  -1.26  -6.42
C  -2.74  -0.48  -6.07
S  0.74  2.08  -3.37
H  -2.29  1.12  -9.03
H  -4.18  -0.28  -9.63
H  -5.18  -1.84  -7.98
H  -4.26  -1.91  -5.68
H  -2.33  -0.52  -5.07
O  -2.34  0.80  5.73
C  -2.55  0.54  4.44
C  -3.80  0.02  4.08
C  -4.08  -0.31  2.78
C  -3.11  -0.13  1.78
C  -1.89  0.39  2.13
C  -1.57  0.74  3.45
C  -0.25  1.31  3.85
O  -0.02  1.54  5.04
O  0.70  1.54  2.98
H  -1.41  1.15  5.80
H  -4.53  -0.12  4.87
H  -5.05  -0.72  2.53
H  -3.33  -0.39  0.75
H  -1.15  0.53  1.34

# 4
The following is a DFT calculation (wB97M-V/def2-TZVPD) of the molecule C19H18ClFN2O6 at a distorted geometry.

Results
Molar mass: 424.812 g mol⁻¹
E: -50498.6300 eV
E_LUMO: 0.43 eV
Highest occupied orbital energy: -7.9 eV
Kohn-Sham gap: 8.4 eV
Energy above the lowest of the compared OMol25 structures with the same formula, charge and spin: 3.0 kJ/mol
Maximum force: 0.0284 hartree/bohr
Net charge: 0

Atoms and positions in Å:
C  0.09  1.76  5.29
C  -0.71  0.89  4.32
O  -0.62  1.39  2.99
C  0.42  1.03  2.27
O  1.36  0.38  2.68
C  0.30  1.53  0.82
O  -0.61  2.24  0.47
C  1.35  1.01  -0.08
C  2.70  1.16  0.05
N  3.40  1.96  0.86
C  2.82  2.87  1.80
C  4.84  1.84  0.95
C  0.87  0.27  -1.21
O  1.59  0.18  -2.33
N  0.92  -0.56  -3.25
C  -0.22  -0.92  -2.72
C  -1.20  -1.73  -3.44
C  -0.92  -3.04  -3.82
F  0.26  -3.57  -3.49
C  -1.84  -3.82  -4.49
C  -3.08  -3.28  -4.81
C  -3.39  -1.98  -4.46
C  -2.45  -1.21  -3.78
Cl  -2.83  0.41  -3.35
C  -0.32  -0.43  -1.38
C  -1.28  -0.76  -0.35
O  -1.12  -0.50  0.83
O  -2.34  -1.43  -0.81
C  -3.31  -1.80  0.15
H  -0.07  1.41  6.31
H  -0.23  2.80  5.21
H  1.15  1.70  5.06
H  -1.77  0.91  4.57
H  -0.34  -0.14  4.34
H  3.31  0.61  -0.65
H  3.44  3.77  1.86
H  2.75  2.43  2.80
H  1.82  3.16  1.48
H  5.30  2.82  0.84
H  5.12  1.43  1.92
H  5.21  1.18  0.17
H  -1.58  -4.83  -4.75
H  -3.80  -3.88  -5.34
H  -4.34  -1.56  -4.70
H  -4.13  -2.24  -0.40
H  -2.89  -2.53  0.86
H  -3.64  -0.93  0.71

# 5
The following is a DFT calculation (wB97M-V/def2-TZVPD) of a structure of composition C11H14ClNO3V at a distorted geometry.

Results
Molar mass: 294.634 g mol⁻¹
E: -57454.1954 eV
Multiplicity: 2
E_LUMO (spin up / spin down): -12.00 / -11.73 eV
Highest occupied orbital energy (spin up / spin down): -16.3 / -16.1 eV
Kohn-Sham gap (spin up / spin down): 4.3 / 4.3 eV
Maximum force: 0.2086 hartree/bohr
⟨S²⟩: 0.845
Net charge: +2

Atoms and positions in Å:
Cl  -2.14  3.29  -1.96
C  -0.84  -1.84  -1.00
C  0.56  -2.01  -0.83
C  1.23  -1.07  -1.66
H  1.02  -2.82  -0.26
C  0.24  -0.31  -2.40
C  -1.05  -0.80  -1.96
H  -2.01  -0.42  -2.32
H  -1.61  -2.50  -0.58
H  2.30  -0.98  -1.80
C  0.49  0.81  -3.32
V  -0.01  0.21  -0.38
C  1.47  0.83  0.61
O  2.27  1.28  1.35
C  -1.43  1.33  0.20
O  -2.18  1.89  0.90
H  1.44  1.30  -3.10
H  -0.32  1.55  -3.26
H  0.53  0.40  -4.33
C  -1.75  -1.70  4.07
N  -0.34  -1.76  3.78
C  0.63  -2.21  4.76
C  0.07  -1.28  2.60
O  -0.74  -0.77  1.79
H  -1.88  -2.09  5.09
H  -2.31  -2.31  3.34
H  -2.12  -0.68  3.98
H  1.21  -3.07  4.38
H  1.36  -1.42  5.00
H  0.08  -2.50  5.67
H  1.15  -1.36  2.41

# 6
The following is a DFT calculation (wB97M-V/def2-TZVPD) of a structure of composition C11H21INO6P at a distorted geometry.

Results
Molar mass: 421.168 g mol⁻¹
E: -42910.9735 eV
E_LUMO: -0.57 eV
Highest occupied orbital energy: -9.0 eV
Kohn-Sham gap: 8.5 eV
Maximum force: 0.0985 hartree/bohr
Net charge: 0

Atoms and positions in Å:
C  3.65  2.30  1.07
C  3.63  0.73  0.67
C  2.82  0.47  -0.71
C  3.33  -0.92  -1.34
C  1.24  0.61  -0.57
C  0.31  0.52  -1.88
O  0.58  0.30  -3.07
O  -1.00  0.84  -1.31
C  -1.05  -0.03  -0.12
C  -2.28  0.15  0.88
C  -3.70  -0.17  0.18
O  -3.67  -1.37  -0.65
C  -4.21  1.04  -0.78
N  -5.67  1.31  -0.52
C  0.43  -0.18  0.57
I  0.55  0.56  2.64
P  0.58  -2.05  0.73
O  -0.72  -2.72  1.27
O  1.79  -2.41  1.91
O  0.91  -2.84  -0.76
H  3.30  2.50  2.14
H  4.72  2.71  0.92
H  2.99  2.90  0.33
H  4.73  0.45  0.45
H  3.30  0.04  1.52
H  3.17  1.30  -1.43
H  2.62  -1.28  -2.15
H  3.45  -1.70  -0.52
H  4.35  -0.69  -1.84
H  1.09  1.72  -0.28
H  -1.16  -1.06  -0.63
H  -2.32  1.21  1.32
H  -2.13  -0.59  1.75
H  -4.50  -0.34  0.97
H  -4.25  -2.07  -0.28
H  -4.11  0.71  -1.87
H  -3.66  2.02  -0.58
H  -6.19  0.42  -0.52
H  -5.73  1.77  0.40
H  1.26  -2.62  2.72
H  1.56  -3.57  -0.59

# 7
The following is a DFT calculation (wB97M-V/def2-TZVPD) of a cluster of 3 separate species, C5H11BO3 in total at a distorted geometry.

Results
Molar mass: 129.952 g mol⁻¹
E: -12182.1132 eV
E_LUMO: 0.41 eV
Highest occupied orbital energy: -10.3 eV
Kohn-Sham gap: 10.8 eV
Energy above the lowest of the compared OMol25 structures with the same formula, charge and spin: 222.4 kJ/mol
Maximum force: 0.0899 hartree/bohr
Net charge: 0

Atoms and positions in Å:
C  -1.34  0.57  0.17
C  0.03  0.77  0.83
C  0.15  2.07  1.47
O  0.86  0.00  0.49
H  -1.33  0.91  -0.81
H  -2.13  1.13  0.58
H  -1.41  -0.46  0.19
H  1.02  2.74  1.09
H  0.27  1.92  2.49
H  -0.81  2.64  1.20
O  4.19  1.97  0.67
B  3.52  1.18  0.07
O  3.06  0.34  -0.79
H  2.36  -0.24  -0.66
C  -0.58  -2.09  -1.37
C  -0.03  -3.03  -2.07
H  -0.65  -2.09  -0.29
H  -0.96  -1.19  -1.90
H  0.19  -3.07  -3.11
H  0.52  -3.92  -1.56

# 8
The following is a DFT calculation (wB97M-V/def2-TZVPD) of a structure of composition C33H52N3O3P2Sr at a distorted geometry.

Results
Molar mass: 688.365 g mol⁻¹
E: -65085.5200 eV
E_LUMO: -3.25 eV
Highest occupied orbital energy: -7.2 eV
Kohn-Sham gap: 4.0 eV
Energy above the lowest of the compared OMol25 structures with the same formula, charge and spin: 234.8 kJ/mol
Maximum force: 0.0774 hartree/bohr
Net charge: +1

Atoms and positions in Å:
C  -1.97  -1.24  -2.07
C  0.22  -1.82  -1.71
C  -1.96  -1.98  -3.24
C  0.18  -2.83  -2.67
C  -0.91  -2.86  -3.52
H  -2.82  -1.87  -3.91
H  1.12  -3.36  -2.84
H  -0.90  -3.51  -4.39
N  -0.93  -1.25  -1.21
P  -3.01  0.22  0.07
P  3.68  -0.20  -0.05
C  -3.01  -0.18  -1.76
H  -2.72  0.75  -2.30
H  -3.99  -0.46  -2.17
C  0.35  2.86  2.18
O  0.46  3.73  2.91
C  1.47  -1.20  -1.36
H  2.35  -1.85  -1.24
C  4.86  0.39  -1.41
C  4.08  -0.72  1.69
C  -3.63  2.00  0.09
C  -4.23  -1.11  0.66
C  4.97  1.93  -1.35
H  5.25  2.31  -0.35
H  5.71  2.28  -2.07
H  4.01  2.39  -1.62
C  6.20  -0.37  -1.23
H  6.68  -0.21  -0.26
H  6.02  -1.45  -1.34
H  6.91  -0.08  -2.02
C  4.29  -0.02  -2.78
H  5.08  0.09  -3.54
H  3.96  -1.07  -2.78
H  3.44  0.60  -3.10
C  4.96  0.38  2.33
H  4.44  1.34  2.35
H  5.22  0.11  3.36
H  5.91  0.52  1.78
C  2.79  -0.96  2.52
H  2.24  -0.03  2.75
H  2.13  -1.70  2.02
H  3.05  -1.41  3.48
C  4.78  -2.09  1.54
H  5.67  -2.05  0.89
H  5.08  -2.49  2.52
H  4.09  -2.81  1.07
C  -4.87  -0.70  1.99
H  -5.45  -1.55  2.37
H  -4.11  -0.43  2.75
H  -5.56  0.15  1.87
C  -3.40  -2.40  0.85
H  -2.91  -2.72  -0.07
H  -2.64  -2.29  1.64
H  -4.08  -3.21  1.17
C  -5.34  -1.39  -0.37
H  -6.09  -2.03  0.11
H  -5.84  -0.47  -0.70
H  -4.97  -1.93  -1.25
C  -2.59  2.88  -0.62
H  -2.45  2.62  -1.67
H  -2.95  3.92  -0.58
H  -1.61  2.86  -0.12
C  -3.80  2.48  1.54
H  -2.86  2.45  2.11
H  -4.14  3.53  1.50
H  -4.55  1.91  2.09
C  -4.97  2.04  -0.65
H  -4.90  1.64  -1.67
H  -5.76  1.52  -0.11
H  -5.26  3.10  -0.73
Sr  -0.07  -0.10  1.20
N  2.32  0.69  -0.21
C  1.58  0.13  -1.27
C  0.99  1.10  -2.24
C  0.80  2.44  -1.86
C  0.76  0.73  -3.59
C  0.36  3.37  -2.80
H  1.02  2.74  -0.82
C  0.33  1.66  -4.53
H  0.96  -0.31  -3.89
C  0.13  2.99  -4.13
H  0.23  4.41  -2.50
H  0.19  1.36  -5.57
H  -0.20  3.73  -4.87
N  -1.19  -2.56  5.43
C  -1.00  -1.07  5.41
C  -0.70  -0.73  3.97
O  -0.49  0.46  3.61
O  -0.67  -1.72  3.15
H  -2.13  -2.80  5.76
H  -0.54  -3.01  6.08
H  -1.04  -2.87  4.44
H  -1.91  -0.58  5.77
H  -0.17  -0.81  6.07

# 9
The following is a DFT calculation (wB97M-V/def2-TZVPD) of a structure of composition C46H44Cl7N6O6P2Rb.

Results
Molar mass: 1172.481 g mol⁻¹
E: -176534.1973 eV
E_LUMO: 3.60 eV
Highest occupied orbital energy: -2.4 eV
Kohn-Sham gap: 6.0 eV
Energy above the lowest of the compared OMol25 structures with the same formula, charge and spin: 0.0 kJ/mol
Maximum force: 0.0157 hartree/bohr
Net charge: -2

Atoms and positions in Å:
Rb  -2.01  0.69  0.26
O  -3.22  1.61  2.84
N  -1.94  2.07  3.04
C  -1.47  1.66  4.14
C  -0.14  2.06  4.61
C  0.01  2.22  5.99
C  1.20  2.65  6.54
C  2.28  2.91  5.71
C  2.16  2.73  4.35
C  0.96  2.29  3.77
P  0.84  1.87  1.98
C  0.93  3.52  1.18
C  1.13  4.73  1.84
C  1.13  5.93  1.13
C  0.92  5.93  -0.24
C  0.70  4.73  -0.90
C  0.71  3.53  -0.20
C  2.58  1.29  1.77
C  2.94  0.18  2.54
C  4.20  -0.38  2.43
C  5.12  0.14  1.52
C  4.76  1.23  0.74
C  3.49  1.80  0.87
H  -3.52  2.05  2.01
H  -2.08  1.05  4.80
H  -0.84  2.01  6.64
H  1.29  2.77  7.62
H  3.22  3.25  6.13
H  3.01  2.90  3.71
H  1.27  4.75  2.91
H  1.27  6.86  1.66
H  0.88  6.86  -0.79
H  0.48  4.72  -1.96
H  0.53  2.60  -0.72
H  2.21  -0.27  3.22
H  4.46  -1.25  3.03
H  6.10  -0.30  1.41
H  5.46  1.64  0.03
H  3.23  2.66  0.26
Cl  1.46  -2.82  3.87
C  0.37  -3.43  2.64
C  0.47  -4.77  2.30
C  -0.36  -5.32  1.36
Cl  -0.16  -7.01  0.93
C  -1.34  -4.53  0.72
C  -2.23  -5.02  -0.26
C  -3.18  -4.20  -0.79
C  -3.25  -2.86  -0.35
N  -2.41  -2.37  0.53
C  -1.46  -3.16  1.08
C  -0.57  -2.52  2.07
O  -0.65  -1.31  2.37
H  1.22  -5.39  2.79
H  -2.16  -6.06  -0.57
H  -3.89  -4.56  -1.53
H  -4.01  -2.17  -0.71
O  0.55  0.43  -1.23
P  1.02  -0.60  -2.19
N  1.59  -1.90  -1.36
C  2.09  -1.75  0.02
C  2.92  -3.02  0.23
C  2.24  -4.04  -0.68
C  1.88  -3.22  -1.91
N  -0.16  -1.03  -3.25
C  0.00  -1.88  -4.42
C  -1.23  -2.77  -4.37
C  -2.31  -1.81  -3.87
C  -1.58  -0.95  -2.84
N  2.26  -0.15  -3.23
C  3.61  -0.07  -2.66
C  4.24  1.17  -3.32
C  3.02  2.07  -3.55
C  1.98  1.06  -4.03
H  1.26  -1.68  0.73
H  2.69  -0.85  0.13
H  2.93  -3.32  1.28
H  3.95  -2.84  -0.10
H  1.32  -4.40  -0.20
H  2.87  -4.90  -0.92
H  1.01  -3.63  -2.43
H  2.71  -3.19  -2.63
H  0.94  -2.43  -4.40
H  -0.01  -1.28  -5.34
H  -1.08  -3.57  -3.63
H  -1.47  -3.23  -5.33
H  -3.17  -2.31  -3.43
H  -2.67  -1.19  -4.69
H  -1.71  -1.36  -1.83
H  -1.91  0.09  -2.84
H  4.18  -0.98  -2.86
H  3.58  0.08  -1.58
H  4.69  0.90  -4.27
H  5.01  1.62  -2.69
H  3.20  2.87  -4.27
H  2.69  2.51  -2.61
H  2.10  0.85  -5.10
H  0.96  1.41  -3.87
Cl  -4.71  0.57  -2.84
C  -5.83  0.44  -1.48
C  -5.36  -0.15  -0.32
C  -6.29  -0.24  0.69
Cl  -5.80  -1.00  2.21
C  -7.60  0.23  0.60
Cl  -8.73  0.09  1.92
C  -8.02  0.82  -0.59
Cl  -9.64  1.41  -0.76
C  -7.12  0.92  -1.65
Cl  -7.65  1.64  -3.15
O  -2.78  4.84  -0.19
N  -2.88  3.62  -0.35
O  -3.64  2.94  0.40
O  -2.26  3.03  -1.26